No. 1
# C3H3Cl3Si

An isolated molecule of C3H3Cl3Si at a distorted geometry (wB97M-V/def2-TZVPD, the OMol25 dataset).

XYZ file:
```
10
Properties=species:S:1:pos:R:3:forces:R:3:nbo_charge:R:1
C -1.78594 -0.16594 -0.27793 2.048 1.158 -2.281 -0.289
C 1.77664 -0.75692 -0.97507 0.262 -1.041 0.458 -0.397
C -0.78314 0.11754 0.55915 0.187 -2.341 2.359 -0.709
Si 0.97109 0.53280 0.11740 -1.115 -0.340 -1.140 1.362
Cl 0.88203 2.03409 -1.21767 0.004 0.956 -0.425 -0.349
Cl 2.20456 -2.18023 -0.15960 -0.047 0.385 -0.244 0.069
Cl 2.01830 1.06928 1.71755 0.588 0.166 0.933 -0.322
H -2.79643 -0.22110 -0.03455 -1.484 -0.852 0.901 0.199
H -0.86387 -0.27684 1.67356 -0.340 1.543 -1.983 0.239
H -1.62322 -0.15267 -1.40284 -0.103 0.367 1.422 0.197
```
Positions in Å, forces in eV/Å.

Values from the calculation:
- Relative energy (zero: lowest compared OMol25 entry of this formula, charge and spin): 3.9060 eV
- HOMO-LUMO gap (spin up / spin down): 7.56 / 7.52 eV
- Charge: 0

No. 2
# C3H3Cl9

A cluster of 3 separate species, C3H3Cl9 in total at a distorted geometry (wB97M-V/def2-TZVPD, the OMol25 dataset).

XYZ file:
```
15
Properties=species:S:1:pos:R:3:forces:R:3:nbo_charge:R:1
C 39.38736 -11.09860 -16.43696 0.271 0.581 0.495 -0.313
Cl 38.79577 -11.14857 -14.76840 -0.099 -0.047 0.101 -0.036
Cl 38.83649 -12.50585 -17.32809 -0.056 -0.418 -0.304 -0.038
Cl 41.17650 -10.97637 -16.41193 -0.061 -0.092 -0.151 -0.064
H 39.00143 -10.18569 -16.89058 -0.032 0.017 -0.090 0.227
C 41.37731 -14.97236 -15.80790 -0.514 -0.047 -0.286 -0.260
Cl 40.17513 -16.29900 -15.98824 0.611 0.001 0.229 -0.019
Cl 43.07775 -15.50583 -16.08983 -1.028 0.219 0.370 -0.004
Cl 41.11790 -14.14187 -14.25262 0.422 -0.412 -0.722 0.032
H 41.07919 -14.32556 -16.63305 0.476 0.309 0.405 0.241
C 41.34741 -7.10952 -16.38771 1.036 -0.072 0.824 -0.382
Cl 41.62091 -5.49896 -15.67695 0.225 1.126 0.651 -0.146
Cl 42.18319 -7.20283 -17.93023 0.694 -0.359 -0.952 -0.104
Cl 39.60393 -7.53358 -16.52900 -2.252 -0.729 -0.282 -0.328
H 41.74776 -7.82110 -15.66558 0.306 -0.077 -0.289 0.194
```
Positions in Å, forces in eV/Å.

Values from the calculation:
- Multiplicity: 2
- Relative energy (zero: lowest compared OMol25 entry of this formula, charge and spin): 0.0000 eV
- HOMO-LUMO gap (spin up / spin down): 2.00 / 9.07 eV
- Charge: -1

No. 3
# C3H3ClF2

A cluster of 2 separate species, C3H3ClF2 in total at a distorted geometry (wB97M-V/def2-TZVPD, the OMol25 dataset).

XYZ file:
```
9
Properties=species:S:1:pos:R:3:forces:R:3:nbo_charge:R:1
C -1.34572 -0.89665 -0.46676 1.695 1.137 0.659 -0.267
C -1.78471 -1.80684 0.34142 -0.557 -0.466 0.030 0.211
C 0.85183 0.51154 0.17345 -1.569 -1.247 -0.433 0.157
F -3.02064 -2.36359 0.22614 0.435 0.098 0.089 -0.326
F 0.92880 1.33592 -0.84965 0.152 0.269 -0.129 -0.318
Cl -0.91373 -2.51619 1.64551 -0.038 0.044 0.018 0.007
H -1.76810 -0.34525 -1.27168 -0.282 0.102 -0.367 0.205
H 1.49304 -0.34919 0.13167 0.204 -0.058 0.000 0.166
H 0.47032 0.92935 1.08685 -0.040 0.121 0.132 0.164
```
Positions in Å, forces in eV/Å.

Values from the calculation:
- Relative energy (zero: lowest compared OMol25 entry of this formula, charge and spin): 4.5733 eV
- HOMO-LUMO gap (spin up / spin down): 9.82 / 8.24 eV
- Charge: 0

No. 4
# C3H3ClF2N2

An isolated molecule of C3H3ClF2N2 at a distorted geometry (wB97M-V/def2-TZVPD, the OMol25 dataset).

XYZ file:
```
11
Properties=species:S:1:pos:R:3:forces:R:3:nbo_charge:R:1
H -1.51153 -1.85010 -0.23340 -0.438 -0.243 0.018 0.333
N -0.59143 -1.46248 -0.36230 0.361 -0.633 -0.384 -0.673
C -0.57785 -0.23891 -0.06427 -0.309 0.510 0.147 0.398
N -1.66684 0.48306 0.36434 -0.844 1.341 -0.202 -0.823
C 0.70507 0.48589 -0.06205 1.527 -1.037 0.362 -0.305
Cl 0.82380 2.18512 -0.18083 -0.235 0.555 0.084 0.044
C 1.86269 -0.18991 0.06595 0.498 0.050 -0.804 0.800
F 3.07349 0.36292 0.10966 -0.854 0.196 0.078 -0.296
F 2.02548 -1.48353 0.00612 -0.298 0.167 0.405 -0.263
H -1.57616 1.50913 0.38406 0.036 -0.928 -0.015 0.394
H -2.56674 0.19881 -0.02728 0.556 0.023 0.311 0.390
```
Positions in Å, forces in eV/Å.

Values from the calculation:
- Relative energy (zero: lowest compared OMol25 entry of this formula, charge and spin): 0.0178 eV
- HOMO-LUMO gap: 10.04 eV
- Charge: 0

No. 5
# C3H3ClFNO

A structure of composition C3H3ClFNO at a distorted geometry (wB97M-V/def2-TZVPD, the OMol25 dataset).

XYZ file:
```
10
Properties=species:S:1:pos:R:3:forces:R:3:nbo_charge:R:1
C 1.79646 0.00187 -0.10515 -2.786 -4.161 1.276 0.230
C 0.59864 -0.61180 0.10817 -1.749 -0.442 -2.447 -0.109
C -1.56429 0.74691 0.07563 -5.112 0.262 0.485 0.510
H 0.58693 -1.64443 -0.09875 1.247 -1.441 0.640 0.211
H -1.55457 -1.24162 -0.17167 2.382 2.128 -0.236 0.450
H -1.08086 1.87229 0.77342 -1.174 -3.715 -2.592 0.168
N -0.84414 -0.39951 -0.19296 1.034 1.180 1.756 -0.639
O -2.83010 0.58193 -0.19573 5.257 2.045 1.508 -0.626
F 2.83738 -0.89506 -0.06428 -0.200 1.493 -0.178 -0.312
Cl 2.05457 1.58942 -0.12869 1.100 2.652 -0.212 0.117
```
Positions in Å, forces in eV/Å.

Values from the calculation:
- Relative energy (zero: lowest compared OMol25 entry of this formula, charge and spin): 3.2092 eV
- HOMO-LUMO gap: 9.48 eV
- Charge: 0

No. 6
# C3H3ClFNO2

A cluster of 2 separate species, C3H3ClFNO2 in total at a distorted geometry (wB97M-V/def2-TZVPD, the OMol25 dataset).

XYZ file:
```
11
Properties=species:S:1:pos:R:3:forces:R:3:nbo_charge:R:1
C 0.36094 -0.50804 -0.22482 1.570 -0.005 -0.353 0.594
C 3.22878 -0.43694 0.27792 -2.116 -0.268 -1.960 0.419
C -2.29192 0.54538 -0.10869 1.378 -2.623 -2.319 -0.259
N -0.19118 -0.24646 0.83963 -1.396 0.134 -0.500 -0.247
O 3.62434 -0.55006 -0.81131 0.706 0.049 0.244 -0.460
O -1.58878 0.09055 1.00423 1.412 -0.396 1.029 -0.366
F 0.24978 -0.52993 -1.55788 -0.643 0.167 1.134 -0.305
Cl 3.87587 -0.27314 1.79207 0.941 0.161 1.444 0.074
H -3.19208 0.84936 0.35528 -1.386 0.045 -0.344 0.213
H -2.26769 -0.28678 -0.96219 -0.993 1.404 1.820 0.164
H -1.80807 1.34607 -0.60427 0.526 1.331 -0.197 0.172
```
Positions in Å, forces in eV/Å.

Values from the calculation:
- Relative energy (zero: lowest compared OMol25 entry of this formula, charge and spin): 7.3493 eV
- HOMO-LUMO gap (spin up / spin down): 8.86 / 7.88 eV
- Charge: 0

No. 7
# C3H3ClIN

A cluster of 2 separate species, C3H3ClIN in total at a distorted geometry (wB97M-V/def2-TZVPD, the OMol25 dataset).

XYZ file:
```
9
Properties=species:S:1:pos:R:3:forces:R:3:nbo_charge:R:1
C -1.05135 -0.53610 0.98937 -2.636 -0.288 2.078 0.140
C 0.30016 -0.15318 -0.94710 2.038 -1.074 -1.432 -0.622
C 0.12476 -0.03197 0.50081 3.643 2.599 1.170 -0.120
N -2.05017 -0.86373 1.47600 0.619 0.007 -0.534 -0.208
Cl 1.61455 -0.56879 1.49039 -1.499 0.251 -0.976 -0.018
I -0.65633 1.48498 -1.98588 -0.054 -0.820 0.073 0.166
H 1.40174 -0.03201 -1.23860 -1.707 -0.234 0.516 0.265
H -0.00661 -1.24697 -1.17828 0.122 2.009 -0.422 0.263
H 0.32325 1.94777 0.89331 -0.526 -2.451 -0.474 0.132
```
Positions in Å, forces in eV/Å.

Values from the calculation:
- Relative energy (zero: lowest compared OMol25 entry of this formula, charge and spin): 4.0016 eV
- HOMO-LUMO gap (spin up / spin down): 7.99 / 8.27 eV
- Charge: 0

No. 8
# C3H3ClN2O3S

An isolated molecule of C3H3ClN2O3S at a distorted geometry (wB97M-V/def2-TZVPD, the OMol25 dataset).

XYZ file:
```
13
Properties=species:S:1:pos:R:3:forces:R:3:nbo_charge:R:1
C -0.62707 0.81692 -1.01829 0.587 -0.213 -1.103 0.384
C 1.22936 -1.89158 0.72583 0.791 0.701 0.444 -0.045
C -1.72588 1.26820 -1.82399 -2.135 -0.131 -1.564 -0.734
N 0.45007 0.57626 -0.69828 -0.201 -0.758 0.977 0.164
N 1.35052 -2.72623 -0.04293 -0.095 -0.938 -0.582 -0.258
O 2.26954 0.16564 2.23401 1.367 0.293 0.229 -0.833
O -0.19366 -0.06186 1.82222 -0.038 0.638 -0.136 -0.905
O 1.43988 0.13866 -0.09399 0.439 1.838 -1.943 -0.478
S 1.13958 -0.56080 1.85817 -2.808 -2.476 1.089 2.155
Cl 0.86621 -2.08108 3.27826 0.418 0.310 0.613 -0.260
H -2.27623 0.58077 -2.58100 1.377 0.350 1.730 0.275
H -2.49609 1.69243 -1.19512 -0.248 -0.024 0.296 0.266
H -1.42623 2.08267 -2.46489 0.545 0.408 -0.051 0.267
```
Positions in Å, forces in eV/Å.

Values from the calculation:
- Relative energy (zero: lowest compared OMol25 entry of this formula, charge and spin): 3.1235 eV
- HOMO-LUMO gap: 10.74 eV
- Charge: 0

No. 9
# C3H3ClN2S2

A cluster of 2 separate species, C3H3ClN2S2 in total at a distorted geometry (wB97M-V/def2-TZVPD, the OMol25 dataset).

XYZ file:
```
11
Properties=species:S:1:pos:R:3:forces:R:3:nbo_charge:R:1
S -2.72423 -2.63698 -0.90271 0.589 -2.875 -2.472 0.057
N -3.04782 -1.47402 0.01337 -0.460 3.343 2.944 -0.427
C -3.16893 -0.54533 0.70964 -0.230 -0.917 -0.388 0.187
Cl -3.16859 0.41712 2.01265 -0.159 0.210 0.234 0.191
C -0.10149 0.27195 0.01044 -2.056 -0.418 -0.122 -0.428
N -0.99361 1.28474 -0.51801 1.867 -0.948 0.967 -0.436
C -2.10354 1.28149 -0.90793 -0.759 1.712 -1.394 0.215
S -3.42666 1.72881 -1.62135 -0.930 -0.302 -0.095 -0.011
H 0.54198 0.70271 0.74591 -0.202 -0.166 1.166 0.222
H -0.75745 -0.62462 0.15882 1.072 0.671 1.085 0.214
H 0.55455 -0.07693 -0.71204 1.270 -0.310 -1.925 0.216
```
Positions in Å, forces in eV/Å.

Values from the calculation:
- Relative energy (zero: lowest compared OMol25 entry of this formula, charge and spin): 2.5416 eV
- HOMO-LUMO gap: 8.51 eV
- Charge: 0

No. 10
# C3H3ClNO

The ion C3H3ClNO with charge +1 at a distorted geometry (wB97M-V/def2-TZVPD, the OMol25 dataset).

XYZ file:
```
9
Properties=species:S:1:pos:R:3:forces:R:3:nbo_charge:R:1
O 0.46412 2.21879 0.05755 -0.941 -4.510 -0.503 -0.107
N 0.13123 1.02840 -0.03882 0.727 4.119 1.642 0.249
C -0.84349 0.38184 -0.77896 0.260 -2.324 1.274 -0.056
C -0.59032 -0.86152 -0.12090 0.255 1.932 0.126 0.060
C 0.54090 -0.25936 0.71683 0.679 -1.893 -1.920 -0.132
Cl 1.96489 -0.99897 -0.11868 -0.227 0.625 0.732 0.081
H -1.48011 0.88487 -1.49276 -0.024 -0.354 -0.168 0.294
H -0.82495 -1.95373 -0.02775 -0.428 1.362 -0.669 0.308
H 0.63774 -0.44032 1.80349 -0.300 1.044 -0.515 0.305
```
Positions in Å, forces in eV/Å.

Values from the calculation:
- Relative energy (zero: lowest compared OMol25 entry of this formula, charge and spin): 2.3650 eV
- HOMO-LUMO gap (spin up / spin down): 8.41 / 8.41 eV
- Charge: +1